[1]
Density functional theory data (ωB97M-V with the def2-TZVPD basis set) for a cluster of 2 separate species, CH2NO4P in total at a distorted geometry.

XYZ file:
```
9
Properties=species:S:1:pos:R:3:forces:R:3
C 1.383769 0.521715 0.534896 -0.740 -0.263 0.983
N 0.966955 0.952567 -0.704583 -0.232 -0.163 -0.905
O -2.446342 -0.207908 1.318691 1.276 -0.337 -0.495
O -1.500469 -0.653900 -1.048455 0.587 0.068 1.272
O 2.443538 0.884989 1.096351 -0.578 -0.042 -1.335
O -1.078234 -2.358469 0.854041 0.321 0.358 0.081
P -1.465596 -0.973460 0.446955 -1.839 -0.055 -0.692
H 1.611170 1.325776 -1.431523 -0.052 0.005 0.552
H 0.085211 0.508687 -1.066376 1.257 0.430 0.538
```
Forces are in eV/Å.

Properties
Total charge ... -2
Energy relative to the best compared isomer or geometry (same formula, charge and spin) ... 217.68 kJ/mol
LUMO (spin up / spin down) ... 7.195 / 7.195 eV
Orbital gap (spin up / spin down) ... 5.5 / 5.5 eV

Mulliken population analysis, charges in e, atoms 1 to 4:
1 C -1.34
2 N -0.22
3 O -0.65
4 O -0.65

[2]
Density functional theory data (ωB97M-V with the def2-TZVPD basis set) for a cluster of 7 separate species, C17H44N7O13 in total at a distorted geometry.

XYZ file:
```
81
Properties=species:S:1:pos:R:3:forces:R:3
C 9.088488 5.375079 7.932147 -1.977 -1.661 -0.754
C 10.221611 6.136302 8.446042 3.581 0.244 -0.357
N 10.688060 7.424837 7.624381 0.888 -0.405 0.480
C 10.323700 7.385224 6.170538 -0.880 -2.198 1.050
C 10.114890 8.644678 8.375567 0.204 -0.293 -0.338
C 10.312920 9.993250 7.612219 -0.714 -2.625 0.137
C 12.177181 7.467446 7.690907 1.562 -0.353 1.415
C 13.105918 6.692846 6.709173 -1.659 -0.542 -1.192
O 13.213021 7.265262 5.416078 0.262 0.099 -0.027
C 14.162407 8.328660 5.267780 0.013 0.137 0.321
H 8.097886 5.844162 7.967580 0.343 0.409 0.207
H 8.938392 4.448229 8.536586 0.390 0.694 -0.229
H 9.181388 5.012376 6.897235 0.335 0.162 0.318
H 11.212289 5.545183 8.451716 -1.839 0.384 -0.200
H 10.113204 6.458079 9.479662 -0.226 0.254 -0.244
H 9.256004 7.347808 6.211537 -0.829 0.233 -0.606
H 10.669137 6.406691 5.774440 -0.056 0.837 0.144
H 10.685895 8.194301 5.587298 0.539 0.531 -0.150
H 10.574028 8.652505 9.376204 0.159 -0.076 -0.450
H 9.095847 8.276424 8.562093 -0.081 0.914 -0.353
H 11.276769 10.406742 7.771777 0.868 0.331 0.216
H 9.563670 10.647235 7.985662 -0.496 0.708 -0.018
H 10.164216 9.734053 6.561291 -0.198 0.818 0.132
H 12.498161 7.059584 8.694556 -0.626 0.619 -0.805
H 12.474624 8.519216 7.714759 -0.118 -0.290 -0.348
H 12.824768 5.598708 6.515152 0.170 1.474 0.604
H 14.052724 6.721166 7.195735 0.923 -0.140 0.458
H 14.600560 8.332585 4.255020 -0.502 -0.126 0.467
H 14.959740 8.303679 6.002302 0.372 -0.719 0.023
H 13.717730 9.287762 5.513663 -0.507 0.357 -0.466
C 12.859269 14.010310 8.802784 3.697 -2.392 -0.771
C 12.062155 13.272015 9.784089 -1.567 -0.612 0.678
O 11.870320 12.057410 9.679262 0.002 0.824 0.816
N 11.481050 14.090468 10.765463 0.137 -0.717 -0.953
H 11.525069 15.102543 10.601193 0.129 -0.877 0.084
H 13.741502 9.260965 10.196599 -0.085 0.599 1.359
C 10.308392 13.635346 11.522880 0.232 2.058 0.564
H 13.114852 13.416019 7.860065 -0.910 0.736 1.325
H 13.883961 14.196601 9.225186 -0.919 0.177 -0.152
H 12.387851 14.892157 8.610412 -0.949 2.598 -0.943
H 10.342896 12.578109 11.634203 -0.384 -0.613 -0.249
H 9.385463 14.065954 11.096681 0.201 -0.824 -0.190
H 10.335270 14.098722 12.525280 0.244 -0.363 -0.222
C 8.916512 10.148767 15.326595 -0.567 0.969 2.420
C 9.087601 10.173538 13.888231 1.815 -1.096 -0.564
O 8.255815 10.545780 13.095425 -0.910 0.096 -0.995
N 10.317066 9.653675 13.526035 -1.518 0.801 -1.167
H 10.904049 9.514116 14.329899 0.709 -0.101 -0.512
H 7.459408 8.607388 12.312210 1.328 1.298 0.709
C 10.778520 9.895444 12.129820 0.355 -2.080 0.886
H 7.882299 10.311087 15.646848 0.187 -0.236 -0.231
H 9.496696 10.950629 15.812433 -0.130 -0.011 -0.349
H 9.323897 9.252807 15.764790 -0.114 -0.538 0.130
H 11.576565 9.153748 11.914347 -0.250 0.482 0.197
H 11.183989 10.879690 12.058530 0.087 0.565 -0.544
H 9.979741 9.644077 11.400927 0.305 0.671 0.721
C 4.865384 11.899218 13.284727 -0.235 0.857 -0.897
C 4.932291 10.745591 12.258190 -0.169 2.295 -1.911
O 5.342951 11.015941 11.091336 -0.257 -0.627 2.042
N 4.376077 9.575030 12.538504 1.207 -1.802 0.528
H 5.556086 10.149709 9.561632 -1.119 -1.642 -2.002
H 4.650565 8.793557 11.906902 -0.490 1.345 0.234
C 4.204319 9.042538 13.887842 -4.116 -0.425 0.182
H 4.880054 11.754869 14.379098 0.034 -0.480 -0.709
H 4.020268 12.606475 13.043468 0.380 -1.179 0.144
H 5.698982 12.510442 12.958379 0.464 0.065 0.430
H 4.845766 9.261934 14.712156 1.513 -0.041 -0.194
H 4.027297 7.979490 13.636966 0.466 0.318 1.140
H 3.198817 9.375479 14.389380 1.374 -0.399 -1.346
N 6.487426 9.478950 7.857705 -6.308 -0.304 5.033
O 7.316021 10.167283 8.236993 4.539 3.179 0.635
O 6.361682 8.688550 7.053578 0.603 -3.173 -4.604
O 5.281860 9.497300 8.733960 1.989 1.981 1.344
N 15.331373 9.276390 9.117842 -0.144 0.590 3.288
O 15.788312 8.686720 8.215821 -0.100 -0.074 -1.024
O 15.891061 9.872145 10.031729 -1.227 -0.708 -1.657
O 13.867567 9.158416 9.265480 1.860 -0.117 -1.628
N 7.517939 7.299458 10.986750 0.977 -2.285 -1.916
O 8.760196 7.195836 11.024404 -2.165 0.895 0.332
O 6.880856 7.946333 11.958558 -1.258 -0.480 -0.182
O 6.783543 6.762268 10.171729 1.155 1.018 1.256
```
Forces are in eV/Å.

Properties
Total charge ... +1
LUMO ... -2.745 eV
Orbital gap ... 9.2 eV

Mulliken population analysis, charges in e, atoms 1 to 4:
1 C -1.47
2 C -0.10
3 N 1.17
4 C -1.62

[3]
Density functional theory data (ωB97M-V with the def2-TZVPD basis set) for an isolated molecule of C3H9NS2 at a distorted geometry.

XYZ file:
```
15
Properties=species:S:1:pos:R:3:forces:R:3
C -0.434273 -1.076005 -1.497775 0.161 -1.005 0.228
C -0.440997 0.179208 -0.662255 -0.287 0.924 -0.229
N 0.404766 1.252241 -1.298025 -0.491 -1.350 -0.082
C 0.069202 -0.148708 0.708604 1.263 0.688 1.533
S -0.393065 1.188904 1.930911 -0.158 -0.102 -0.332
S 0.202935 0.307968 3.714499 -0.512 -1.112 -0.095
H -1.110979 -1.836496 -1.079334 0.129 0.192 -0.123
H 0.587708 -1.493716 -1.438505 -0.354 0.012 -0.325
H -0.718758 -0.925649 -2.544199 0.113 0.146 0.167
H -1.464432 0.577865 -0.568740 0.236 -0.073 -0.161
H 0.222209 1.043245 -2.279459 0.037 0.802 -0.182
H 1.365253 0.911532 -1.221238 0.040 0.246 0.249
H 1.169284 -0.131378 0.711262 -0.199 -0.237 -0.150
H -0.230281 -1.121753 1.102090 -0.330 0.178 -0.149
H 0.771429 1.272741 4.422165 0.351 0.691 -0.349
```
Forces are in eV/Å.

Properties
Total charge ... 0
Energy relative to the best compared isomer or geometry (same formula, charge and spin) ... 48.10 kJ/mol
LUMO ... 0.633 eV
SMILES string ... C[C@H](N)CSS
Orbital gap ... 9.0 eV

Mulliken population analysis, charges in e, atoms 1 to 4:
1 C -1.37
2 C 0.14
3 N -0.64
4 C -0.74

[4]
Density functional theory data (ωB97M-V with the def2-TZVPD basis set) for a structure of composition C22H45DyN2P3Se at a distorted geometry.

XYZ file:
```
74
Properties=species:S:1:pos:R:3:forces:R:3
Dy -0.178284 -0.079598 -0.066024 -1.437 1.969 -2.990
P -0.417774 2.352298 0.593984 -0.172 1.958 0.549
P 1.020962 0.087204 -2.262574 1.576 -0.003 -2.014
P 2.243081 -0.056382 1.024219 0.858 0.039 0.206
H -0.945309 -2.658649 0.476226 0.025 0.541 -0.519
C -0.241293 -2.007703 1.001624 -2.096 -1.031 5.634
C -0.749422 -0.981127 1.869304 0.261 -6.050 1.337
H -1.828645 -0.849691 1.982146 0.120 0.436 -0.716
C -2.091918 2.942360 0.408794 -0.700 0.258 -0.121
C 0.544725 3.618111 -0.206659 0.482 0.437 -0.395
C -0.125676 2.583032 2.348433 0.170 -0.188 0.597
C 1.493415 -1.495425 -2.928839 0.094 -0.778 -0.220
C 0.004136 0.804093 -3.544780 -0.691 0.287 -0.435
C 2.506138 1.070385 -2.421623 0.493 0.426 -0.030
C 2.253265 -0.506991 2.762732 0.194 0.003 0.452
C 3.244138 1.419176 0.998133 0.576 0.420 0.070
C 3.283340 -1.334049 0.296027 0.303 -0.285 -0.065
H 0.703928 -2.489461 1.231813 0.318 0.370 -0.244
H -0.182642 -0.675003 2.741950 0.389 0.427 -0.391
H -2.820447 2.273903 0.879713 0.096 0.135 -0.053
H -2.356179 3.058318 -0.647889 0.010 0.132 0.333
H -2.121088 3.917959 0.897140 -0.264 0.058 -0.057
H 0.323710 3.646268 -1.280214 0.024 0.121 0.171
H 1.618973 3.458636 -0.077796 -0.163 0.105 0.021
H 0.256628 4.568922 0.250590 0.166 0.086 -0.192
H -0.780642 1.929380 2.936766 0.041 0.244 -0.013
H -0.356961 3.630611 2.565332 0.035 -0.122 0.213
H 0.910146 2.372078 2.629410 -0.172 0.130 -0.028
H 1.919112 -1.310273 -3.920979 -0.013 -0.222 0.048
H 0.634073 -2.168983 -3.020925 0.107 0.095 -0.106
H 2.238551 -1.992526 -2.299556 -0.062 0.066 -0.159
H 0.617231 0.793134 -4.447296 -0.166 0.169 -0.150
H -0.268078 1.841104 -3.305298 0.203 -0.099 -0.203
H -0.913545 0.236596 -3.726357 0.214 -0.012 -0.035
H 2.763981 1.023298 -3.482670 0.216 0.185 0.060
H 3.336676 0.676522 -1.834690 -0.082 0.032 -0.163
H 2.329351 2.111833 -2.133823 0.065 -0.122 -0.139
H 3.310125 -0.540519 3.036727 -0.116 -0.099 0.379
H 1.795923 -1.483335 2.940213 0.208 0.037 0.029
H 1.736322 0.241112 3.372729 0.201 -0.086 -0.012
H 4.215389 1.127514 1.406536 0.100 0.365 -0.033
H 2.802399 2.193349 1.630353 0.183 -0.069 -0.026
H 3.374628 1.820270 -0.009282 0.069 -0.070 0.210
H 4.190166 -1.378593 0.908777 0.014 -0.230 -0.222
H 3.554724 -1.097935 -0.735629 0.066 -0.078 0.205
H 2.778095 -2.307483 0.310105 0.237 0.086 0.003
C 1.160680 -6.413889 -0.655500 -0.307 -0.908 1.040
C 0.358646 -5.954003 0.407468 0.432 -0.420 -0.432
C -0.004249 -6.817484 1.441676 0.165 -0.187 -0.132
C 0.422823 -8.149586 1.436394 0.086 0.189 -0.235
C 1.220494 -8.615259 0.383483 -0.219 0.306 0.213
C 1.587447 -7.759946 -0.652820 -0.147 0.684 -0.121
Se 1.707469 -5.311678 -2.107046 -0.335 0.858 0.217
H 0.992504 -4.084599 -1.584695 0.316 -0.683 -0.248
H 0.022452 -4.919552 0.417855 -0.033 -0.054 -0.002
H -0.624817 -6.445608 2.255782 0.123 -0.125 -0.158
H 0.136973 -8.820792 2.246097 0.078 0.199 -0.239
H 1.558254 -9.649531 0.369505 -0.076 0.232 -0.001
H 2.208103 -8.127241 -1.469642 -0.133 0.017 0.196
C -4.553741 1.554727 -3.216281 -0.199 0.111 -0.187
C -3.888278 0.711998 -2.208152 -0.271 0.256 -0.224
C -4.405092 -0.324431 -1.474133 -0.561 -0.380 0.209
C -3.403904 -0.790770 -0.643224 -0.400 0.657 -0.774
N -2.263599 -0.068073 -0.871617 -1.105 -0.075 -0.208
N -2.619175 0.856057 -1.832473 0.584 0.279 -0.206
C -3.647781 -1.880157 0.328424 -0.172 -0.496 0.306
H -5.595614 1.230185 -3.320075 0.302 0.192 -0.056
H -4.536480 2.600937 -2.898076 -0.057 -0.030 -0.206
H -4.049368 1.445813 -4.180216 -0.139 0.168 0.001
H -5.423163 -0.687799 -1.525570 0.180 0.022 0.000
H -1.969257 1.582520 -2.175851 -0.700 -0.968 0.389
H -3.611922 -1.523585 1.364182 0.182 -0.203 -0.119
H -4.681858 -2.243525 0.200618 0.502 0.170 -0.066
H -2.998113 -2.745517 0.159468 -0.072 0.120 0.258
```
Forces are in eV/Å.

Properties
2S+1 ... 6
Total charge ... +3
Energy relative to the best compared isomer or geometry (same formula, charge and spin) ... 153.38 kJ/mol
LUMO (spin up / spin down) ... -11.579 / -11.403 eV
Orbital gap (spin up / spin down) ... 2.7 / 2.9 eV

Mulliken population analysis, charges in e, atoms 1 to 4:
1 Dy -0.53
2 P 1.23
3 P 1.31
4 P 1.03

Going through the records in order, we get molar mass values of 123.0; 554.6; 123.2; 672.0 g mol⁻¹.
Going through the records in order, we get total energy values of -736.41094; -2034.86616; -970.81340; -5284.23797 hartree.